Record 1
The following is a DFT calculation (ωB97M-V/def2-TZVPD) of a structure of composition C7H10N2O3 at a distorted geometry.

XYZ file:
```
22
Properties=species:S:1:pos:R:3
C -3.254 0.725 -0.473
C -2.568 -0.647 -0.540
C -0.615 -0.040 0.684
C 1.462 -1.126 0.558
C 2.743 -1.372 -0.151
C 3.561 -0.176 -0.433
C 1.506 1.256 0.049
H -2.942 1.757 -1.067
H -4.428 0.426 -1.137
H -3.584 0.986 0.848
H -3.021 -1.272 -1.420
H -3.172 -1.186 0.369
H -0.920 -0.559 1.593
H -0.882 1.062 0.968
H 1.012 -1.995 0.984
H 3.101 -2.313 -0.357
H 3.656 1.877 0.254
N 0.821 0.078 0.446
N 2.989 1.094 0.149
O -1.160 -0.762 -0.402
O 4.777 -0.132 -0.763
O 0.917 2.317 -0.159
```

E_HOMO: -0.3324 hartree
LUMO energy: -0.00738 Ha
strongest force on any atom: 7.1 eV Å⁻¹
gap between HOMO and LUMO: 8.84 eV
net charge: 0
relative energy (zero: lowest compared OMol25 entry of this formula, charge and spin): 115.3 kcal/mol

Charge distribution, natural (NBO) scheme, values in e:
1 C -0.673
2 C -0.117
3 C 0.088
4 C 0.127
5 C -0.387
6 C 0.628
7 C 0.812
8 H 0.256
9 H 0.224
10 H 0.212
11 H 0.218
12 H 0.160
13 H 0.180
14 H 0.221
15 H 0.223
16 H 0.235
17 H 0.439
18 N -0.468
19 N -0.690
20 O -0.526
21 O -0.586
22 O -0.577

***

Record 2
The following is a DFT calculation (ωB97M-V/def2-TZVPD) of a cluster of 2 separate species, C3H7OS in total at a distorted geometry.

XYZ file:
```
12
Properties=species:S:1:pos:R:3
O -0.622 2.283 0.737
C 0.504 1.858 0.815
H 1.005 1.731 1.792
H 1.089 1.453 -0.024
C -1.074 -0.345 -1.448
C -0.740 -0.956 -0.104
S 1.073 -1.204 0.202
H -0.998 0.742 -1.456
H -0.450 -0.735 -2.255
H -2.111 -0.583 -1.737
H -1.175 -0.384 0.709
H -1.129 -1.969 -0.075
```

E_HOMO: -0.0918 hartree
LUMO energy: 0.15163 Ha
strongest force on any atom: 1.2 eV Å⁻¹
gap between HOMO and LUMO: 6.62 eV
net charge: -1
relative energy (zero: lowest compared OMol25 entry of this formula, charge and spin): 23.7 kcal/mol

Charge distribution, natural (NBO) scheme, values in e:
1 O -0.582
2 C 0.267
3 H 0.093
4 H 0.152
5 C -0.621
6 C -0.520
7 S -0.721
8 H 0.200
9 H 0.200
10 H 0.170
11 H 0.182
12 H 0.180

***

Record 3
The following is a DFT calculation (ωB97M-V/def2-TZVPD) of a cluster of 12 separate species, C16H56O16S in total at a distorted geometry.

XYZ file:
```
89
Properties=species:S:1:pos:R:3
C -4.389 -0.903 1.111
C -3.847 0.457 0.539
O -2.684 0.157 -0.235
C -2.929 0.343 -1.625
C -1.879 -0.360 -2.543
O -0.920 -1.156 -1.867
C -1.422 -2.379 -1.411
O -2.058 -3.182 -2.412
S -3.696 -3.323 -2.091
O -4.170 -4.633 -2.607
O -4.448 -2.224 -3.111
H -5.485 -0.904 1.190
H -3.931 -1.068 2.097
H -4.071 -1.677 0.397
H -3.613 1.105 1.397
H -4.622 0.976 -0.051
H -3.963 0.026 -1.851
H -2.875 1.435 -1.818
H -2.380 -0.886 -3.375
H -1.308 0.450 -3.027
H -2.074 -2.284 -0.520
H -0.552 -2.961 -1.064
H -5.358 -2.112 -2.820
C -4.156 -4.701 -6.590
O -4.927 -3.833 -5.770
H -4.174 -4.318 -7.608
H -3.121 -4.734 -6.238
H -4.580 -5.709 -6.579
H -4.898 -4.187 -4.875
C 2.374 -2.876 -0.172
O 1.531 -3.186 0.931
H 2.917 -3.775 -0.462
H 1.772 -2.530 -1.016
H 3.086 -2.100 0.116
H 1.066 -2.378 1.170
C 1.690 -1.793 4.601
O 1.367 -0.959 3.498
H 0.790 -2.324 4.914
H 2.453 -2.515 4.311
H 2.055 -1.183 5.429
H 2.176 -0.504 3.249
C -5.785 0.412 4.718
O -5.682 1.031 3.439
H -6.011 -0.642 4.571
H -4.841 0.504 5.260
H -6.589 0.873 5.298
H -5.483 1.957 3.584
C -0.104 3.350 -4.785
O -0.959 3.068 -3.675
H 0.418 2.438 -5.064
H -0.693 3.695 -5.633
H 0.629 4.113 -4.507
H -1.410 3.882 -3.446
C 4.731 1.255 3.079
O 3.881 0.947 4.185
H 5.270 0.354 2.794
H 4.130 1.597 2.232
H 5.447 2.030 3.361
H 3.414 1.752 4.420
C 6.358 3.599 5.629
O 6.040 4.434 4.519
H 5.456 3.074 5.936
H 7.118 2.868 5.340
H 6.723 4.201 6.465
H 6.843 4.889 4.261
C 0.860 4.037 -8.472
O 0.266 2.977 -7.727
H 1.360 4.707 -7.775
H 1.594 3.641 -9.177
H 0.092 4.595 -9.015
H -0.170 2.397 -8.354
C 4.393 -2.592 6.975
O 4.483 -1.958 5.706
H 4.246 -3.658 6.816
H 5.314 -2.438 7.544
H 3.543 -2.193 7.538
H 4.610 -1.018 5.861
C 3.412 0.340 -2.364
O 2.617 0.123 -1.204
H 4.437 0.056 -2.134
H 3.048 -0.274 -3.192
H 3.387 1.395 -2.650
H 1.716 0.376 -1.423
C -0.289 2.396 1.253
O -0.848 1.337 2.014
H 0.225 3.074 1.933
H 0.431 2.004 0.528
H -1.077 2.945 0.729
H -1.295 0.753 1.396
```

E_HOMO: -0.3429 hartree
LUMO energy: 0.01797 Ha
strongest force on any atom: 2.5 eV Å⁻¹
gap between HOMO and LUMO: 9.82 eV
net charge: 0

Charge distribution, Mulliken scheme, values in e:
1 C -0.743
2 C -0.486
3 O -0.017
4 C -0.412
5 C -0.311
6 O -0.259
7 C -0.222
8 O -0.327
9 S 0.672
10 O -0.567
11 O -0.430
12 H 0.272
13 H 0.162
14 H 0.216
15 H 0.344
16 H 0.375
17 H 0.377
18 H 0.290
19 H 0.278
20 H -0.009
21 H 0.261
22 H 0.189
23 H 0.328
24 C -0.524
25 O -0.467
26 H 0.227
27 H 0.234
28 H 0.250
29 H 0.273
30 C -0.385
31 O -0.506
32 H 0.337
33 H 0.123
34 H 0.144
35 H 0.281
36 C -0.578
37 O -0.373
38 H 0.317
39 H 0.260
40 H 0.158
41 H 0.209
42 C -0.581
43 O -0.439
44 H 0.217
45 H 0.268
46 H 0.283
47 H 0.267
48 C -0.639
49 O -0.451
50 H 0.228
51 H 0.306
52 H 0.296
53 H 0.258
54 C -0.528
55 O -0.400
56 H 0.264
57 H 0.278
58 H 0.178
59 H 0.234
60 C -0.553
61 O -0.511
62 H 0.169
63 H 0.274
64 H 0.311
65 H 0.297
66 C -0.528
67 O -0.450
68 H 0.212
69 H 0.260
70 H 0.268
71 H 0.261
72 C -0.641
73 O -0.418
74 H 0.232
75 H 0.292
76 H 0.284
77 H 0.234
78 C -0.680
79 O -0.312
80 H 0.245
81 H 0.283
82 H 0.279
83 H 0.191
84 C -0.407
85 O -0.493
86 H 0.306
87 H 0.079
88 H 0.224
89 H 0.288

***

Record 4
The following is a DFT calculation (ωB97M-V/def2-TZVPD) of a structure of composition C59H67InN4O5P2Si.

XYZ file:
```
139
Properties=species:S:1:pos:R:3
In -0.804 -0.833 -0.662
C 1.860 -1.340 3.659
Si 1.967 0.415 3.021
C 1.742 1.499 4.558
C 2.489 1.294 5.721
C 2.195 1.960 6.900
C 1.128 2.849 6.959
C 0.379 3.088 5.823
C 0.688 2.412 4.638
P -0.239 2.876 3.187
C -1.991 2.778 3.463
C -2.497 2.096 4.569
C -3.861 2.104 4.809
C -4.711 2.786 3.947
C -4.209 3.440 2.828
C -2.848 3.439 2.580
C 0.281 4.499 2.670
C -0.455 5.626 3.033
C 0.049 6.886 2.750
C 1.276 7.015 2.114
C 2.012 5.889 1.763
C 1.525 4.626 2.047
C 3.395 1.099 2.017
C 4.391 1.638 2.848
C 5.524 2.256 2.352
C 5.704 2.329 0.982
C 4.745 1.791 0.141
C 3.584 1.174 0.622
P 2.371 0.548 -0.642
C 3.340 -0.820 -1.409
C 4.661 -1.131 -1.097
C 5.298 -2.199 -1.717
C 4.626 -2.973 -2.650
C 3.305 -2.680 -2.962
C 2.671 -1.618 -2.340
C 2.559 1.853 -1.937
C 2.655 1.549 -3.292
C 2.709 2.560 -4.244
C 2.675 3.891 -3.858
C 2.564 4.206 -2.510
C 2.486 3.198 -1.564
H 2.848 -1.806 3.686
H 1.203 -1.965 3.053
H 1.474 -1.326 4.677
H 3.305 0.580 5.712
H 2.790 1.774 7.785
H 0.887 3.354 7.884
H -0.440 3.798 5.847
H -1.832 1.570 5.243
H -4.260 1.589 5.672
H -5.775 2.807 4.144
H -4.881 3.954 2.153
H -2.449 3.950 1.711
H -1.412 5.520 3.529
H -0.513 7.767 3.028
H 1.669 8.000 1.902
H 2.972 5.998 1.276
H 2.101 3.744 1.789
H 4.261 1.604 3.922
H 6.255 2.677 3.030
H 6.585 2.801 0.566
H 4.905 1.840 -0.928
H 5.204 -0.546 -0.368
H 6.331 -2.415 -1.472
H 5.126 -3.801 -3.136
H 2.769 -3.284 -3.685
H 1.630 -1.412 -2.570
H 2.717 0.521 -3.621
H 2.791 2.300 -5.292
H 2.747 4.676 -4.599
H 2.547 5.243 -2.195
H 2.397 3.462 -0.515
O -0.748 -6.972 -4.769
C -1.970 -6.291 -4.593
C -1.818 -5.273 -3.499
C -2.819 -4.345 -3.235
C -2.613 -3.429 -2.222
N -1.512 -3.387 -1.473
C -0.558 -4.294 -1.701
C -0.676 -5.242 -2.712
C 0.646 -4.248 -0.827
C 1.467 -5.358 -0.676
C 2.610 -5.271 0.107
C 3.571 -6.432 0.179
O 4.407 -6.455 -0.967
C 2.876 -4.063 0.734
C 1.990 -3.017 0.551
N 0.902 -3.093 -0.203
H -0.840 -7.617 -5.476
H -2.771 -6.983 -4.308
H -2.286 -5.786 -5.512
H -3.735 -4.329 -3.812
H -3.367 -2.683 -1.987
H 0.113 -5.949 -2.921
H 1.228 -6.294 -1.163
H 3.024 -7.373 0.162
H 4.157 -6.391 1.101
H 5.002 -5.698 -0.943
H 3.757 -3.936 1.352
H 2.173 -2.056 1.020
O 0.451 0.595 2.251
O 0.259 1.992 1.932
C -5.376 -3.340 0.489
C -5.876 -1.900 0.606
N -5.569 -1.054 -0.543
C -6.545 -1.011 -1.635
C -6.265 -2.014 -2.752
C -4.364 -0.435 -0.629
C -4.158 0.550 -1.754
N -3.391 -0.568 0.217
H -5.517 -3.856 1.439
H -4.315 -3.371 0.234
H -5.927 -3.888 -0.274
H -5.450 -1.435 1.497
H -6.957 -1.899 0.734
H -6.586 -0.002 -2.043
H -7.524 -1.217 -1.205
H -5.269 -1.864 -3.175
H -6.998 -1.893 -3.551
H -6.326 -3.038 -2.383
H -4.717 1.464 -1.541
H -4.487 0.170 -2.720
H -3.100 0.792 -1.814
H -3.585 -1.221 0.971
C -0.786 -0.174 -4.449
C -0.881 1.300 -4.119
O -0.885 1.459 -2.709
C -1.039 2.816 -2.326
C -0.982 2.909 -0.817
H -0.793 -0.312 -5.529
H -1.625 -0.721 -4.014
H 0.145 -0.588 -4.057
H -1.802 1.726 -4.536
H -0.033 1.844 -4.546
H -1.999 3.197 -2.699
H -0.239 3.415 -2.776
H -1.763 2.290 -0.366
H -1.115 3.946 -0.502
H -0.015 2.553 -0.458
```

E_HOMO: -0.4268 hartree
LUMO energy: -0.16771 Ha
strongest force on any atom: 0.6 eV Å⁻¹
gap between HOMO and LUMO: 7.05 eV
net charge: +2

Mulliken atomic charge list, values in e, 99 entries:
1 In 1.270
2 C -1.528
3 Si 1.247
4 C -0.127
5 C -0.196
6 C -0.910
7 C -0.934
8 C -0.986
9 C 0.157
10 P 2.135
11 C 0.259
12 C -0.444
13 C -0.917
14 C -0.638
15 C -1.012
16 C -0.372
17 C 0.814
18 C -0.838
19 C -0.770
20 C -0.657
21 C -0.851
22 C -0.152
23 C 0.592
24 C -0.669
25 C -1.004
26 C -1.137
27 C -0.416
28 C -0.166
29 P 1.613
30 C 0.919
31 C -1.087
32 C -0.981
33 C -0.972
34 C -0.657
35 C -0.028
36 C 0.590
37 C -0.690
38 C -0.581
39 C -0.783
40 C -0.670
41 C -0.024
42 H 0.376
43 H 0.458
44 H 0.475
45 H 0.488
46 H 0.462
47 H 0.489
48 H 0.525
49 H 0.488
50 H 0.491
51 H 0.465
52 H 0.504
53 H 0.455
54 H 0.433
55 H 0.474
56 H 0.424
57 H 0.540
58 H 0.040
59 H 0.243
60 H 0.480
61 H 0.474
62 H 0.693
63 H 0.380
64 H 0.450
65 H 0.512
66 H 0.513
67 H 0.033
68 H 0.403
69 H 0.460
70 H 0.380
71 H 0.496
72 H -0.044
73 O -0.497
74 C -0.573
75 C 0.122
76 C -1.035
77 C -0.053
78 N -0.043
79 C 0.043
80 C -0.349
81 C 0.218
82 C -0.842
83 C 0.706
84 C -1.159
85 O -0.497
86 C -0.853
87 C -0.674
88 N 0.469
89 H 0.317
90 H 0.331
91 H 0.343
92 H 0.555
93 H 0.127
94 H 0.629
95 H 0.464
96 H 0.423
97 H 0.364
98 H 0.332
99 H 0.501

***

Record 5
The following is a DFT calculation (ωB97M-V/def2-TZVPD) of the ion C5H10NO2 with charge -2 at a distorted geometry.

XYZ file:
```
18
Properties=species:S:1:pos:R:3
O -1.805 -2.475 1.069
C -0.663 -2.466 0.571
O 0.410 -2.841 1.087
C -0.576 -1.843 -0.943
C -0.809 -0.340 -0.775
C 0.245 0.250 0.213
C 0.899 2.581 0.643
N 0.821 1.501 -0.331
H -1.346 -2.479 -1.423
H 0.375 -2.072 -1.419
H -1.857 -0.198 -0.397
H -0.736 0.199 -1.715
H 1.067 -0.451 0.379
H -0.226 0.402 1.182
H 0.034 2.534 1.323
H 1.729 2.594 1.378
H 0.929 3.572 0.215
H 1.509 1.532 -1.058
```

E_HOMO (spin up / spin down): 0.1455 / -0.0474 hartree
⟨S²⟩: 0.75
LUMO energy (spin up / spin down): 0.24271 / 0.23998 Ha
strongest force on any atom: 2.6 eV Å⁻¹
spin multiplicity: 2
gap between HOMO and LUMO (spin up / spin down): 2.65 / 7.82 eV
net charge: -2
relative energy (zero: lowest compared OMol25 entry of this formula, charge and spin): 32.0 kcal/mol

Charge distribution, natural (NBO) scheme, values in e:
1 O -0.808
2 C 0.777
3 O -0.801
4 C -0.533
5 C -0.418
6 C -0.233
7 C -1.162
8 N -0.698
9 H 0.186
10 H 0.177
11 H 0.205
12 H 0.183
13 H 0.191
14 H 0.200
15 H 0.160
16 H 0.113
17 H 0.107
18 H 0.353